Arrangement A

{"formula": "C6H12O2", "method": "wB97M-V/def2-TZVPD", "symbols": ["O", "O", "C", "C", "C", "C", "C", "C", "H", "H", "H", "H", "H", "H", "H", "H", "H", "H", "H", "H"], "positions_angstrom": [[-1.388, 1.497, 3.856], [-2.194, 1.319, 1.084], [1.658, -0.885, -2.453], [-0.988, -0.614, 0.368], [-1.666, 0.758, 0.163], [-0.208, -0.998, -0.850], [1.824, 0.538, -0.386], [1.193, -0.506, -1.255], [-1.090, 0.646, 4.172], [1.420, -1.719, -3.102], [0.953, 1.187, -0.142], [-0.399, -0.612, 1.286], [2.119, 0.101, 0.547], [-0.229, -2.094, -0.933], [-1.955, 1.463, 3.077], [2.623, 1.158, -0.785], [-1.848, -1.327, 0.691], [-1.520, 1.236, -0.843], [2.551, -0.317, -2.785], [-0.855, -0.832, -1.710]], "nbo_charge": [-0.973, -0.544, -0.425, -0.527, 0.459, -0.476, -0.640, 0.040, 0.469, 0.209, 0.204, 0.240, 0.223, 0.235, 0.499, 0.230, 0.250, 0.117, 0.191, 0.220], "smiles": "C=C(C)CCC=O.O", "homo_lumo_gap_ev": 10.05, "homo_energy_ev": -9.350}


Arrangement B

{"formula": "C6H12O2", "method": "wB97M-V/def2-TZVPD", "symbols": ["O", "O", "C", "C", "C", "C", "C", "C", "H", "H", "H", "H", "H", "H", "H", "H", "H", "H", "H", "H"], "positions_angstrom": [[-0.491, -2.183, -0.492], [-2.401, -1.021, 0.106], [0.173, 0.795, 0.169], [-0.640, 0.282, -1.004], [2.649, 1.171, -0.279], [1.660, 0.335, -0.022], [-0.314, 0.455, 1.572], [-1.351, -1.135, -0.817], [-0.064, -1.978, 0.349], [0.257, 1.022, 2.305], [-1.757, -1.415, -1.804], [-2.851, -1.871, 0.175], [-1.361, 0.729, 1.680], [2.477, 2.231, -0.396], [-0.184, -0.597, 1.816], [1.852, -0.727, 0.053], [0.179, 1.888, 0.084], [-1.460, 0.973, -1.201], [3.673, 0.848, -0.383], [-0.044, 0.198, -1.912]], "nbo_charge": [-0.720, -0.736, -0.264, -0.431, -0.404, -0.160, -0.597, 0.378, 0.466, 0.214, 0.138, 0.478, 0.228, 0.189, 0.185, 0.189, 0.208, 0.218, 0.199, 0.222], "smiles": "C=C[C@H](C)CC(O)O", "homo_lumo_gap_ev": 10.68, "homo_energy_ev": -9.842}


Arrangement C

{"formula": "C6H12O2", "method": "wB97M-V/def2-TZVPD", "symbols": ["O", "O", "C", "C", "C", "C", "C", "C", "H", "H", "H", "H", "H", "H", "H", "H", "H", "H", "H", "H"], "positions_angstrom": [[2.127, -1.074, -1.320], [2.274, 1.007, -0.078], [-0.231, -0.340, -1.150], [-2.509, -0.771, -0.021], [0.289, 1.349, 1.373], [1.560, 0.620, 1.055], [-1.190, -0.096, -0.059], [-0.914, 0.895, 0.887], [-1.801, 1.281, 1.398], [2.800, -1.332, -1.924], [2.239, 0.627, 1.915], [-3.076, -0.572, -0.930], [0.504, 0.450, -1.193], [0.294, 2.258, 1.965], [0.302, -1.307, -1.055], [-3.115, -0.476, 0.843], [2.413, 0.099, -0.600], [1.224, -0.406, 0.840], [-0.703, -0.383, -2.140], [-2.488, -1.832, 0.193]], "nbo_charge": [-1.167, -0.759, -0.752, -0.704, 0.108, -0.153, 0.389, -0.379, 0.231, 0.448, 0.180, 0.255, 0.285, 0.209, 0.368, 0.225, 0.506, 0.183, 0.257, 0.269], "homo_lumo_gap_ev": 6.00, "homo_energy_ev": -8.246}


Among the structures above, stability is greatest for arrangement B.